(1)
The following is a quantum chemistry calculation of an isolated molecule of C4H4O2, from the OMol25 dataset.

Values from the calculation:
Largest force on an atom ... 0.019 Eh/bohr
Structure (SMILES) ... O=C1C[C@H]2O[C@@H]12
Relative energy (zero: lowest compared OMol25 entry of this formula, charge and spin) ... 1.941 eV
Kohn-Sham gap ... 10.77 eV
Net charge ... 0

Structure (XYZ):
```
10
Properties=species:S:1:pos:R:3:nbo_charge:R:1
O -1.109 -1.212 -1.674 -0.4871
C -0.593 -0.582 -0.806 0.6020
C 0.871 -0.121 -0.572 -0.5360
C 0.414 0.350 0.800 0.0568
O -0.501 1.368 0.488 -0.4652
C -0.999 0.015 0.565 -0.0862
H 1.194 0.716 -1.198 0.2423
H 1.590 -0.938 -0.610 0.2329
H 0.959 0.375 1.739 0.2133
H -1.825 0.029 1.268 0.2271
```

(2)
The following is a quantum chemistry calculation of an isolated molecule of C5H5NO2 in a non-equilibrium geometry, from the OMol25 dataset.

Values from the calculation:
Largest force on an atom ... 0.101 Eh/bohr
Relative energy (zero: lowest compared OMol25 entry of this formula, charge and spin) ... 4.959 eV
Kohn-Sham gap (alpha / beta) ... 7.72 / 7.58 eV
Net charge ... 0

Structure (XYZ):
```
13
Properties=species:S:1:pos:R:3:nbo_charge:R:1
C -2.352 -0.882 0.326 -0.0897
C -2.622 0.422 -0.128 0.0304
C -0.520 0.153 0.110 0.3934
C 3.100 -0.125 -0.106 -0.1006
C 0.950 0.431 0.060 0.0834
N -1.033 -1.025 0.448 -0.4706
O -1.446 1.040 -0.242 -0.3846
O 1.832 -0.494 0.076 -0.3539
H -3.071 -1.820 0.400 0.2219
H -3.484 0.867 -0.370 0.1966
H 3.398 0.831 -0.388 0.1460
H 3.899 -0.769 0.103 0.1676
H 1.350 1.373 -0.290 0.1601
```

(3)
The following is a quantum chemistry calculation of a structure of composition C32H58N4O12P2SSeW, from the OMol25 dataset.

Values from the calculation:
Largest force on an atom ... 0.016 Eh/bohr
Spin multiplicity ... 3
⟨S²⟩ ... 2.010
Relative energy (zero: lowest compared OMol25 entry of this formula, charge and spin) ... 1.540 eV
Kohn-Sham gap (alpha / beta) ... 6.76 / 7.07 eV
Net charge ... +2

Structure (XYZ):
```
111
Properties=species:S:1:pos:R:3:mulliken_spin:R:1
W -0.060 -0.594 -0.465 1.4823
N -1.849 -2.014 -0.429 0.0267
C -2.275 -2.315 -1.824 0.0114
C -1.342 -1.583 -2.786 0.0237
O -1.661 -1.207 -3.871 -0.0025
O -0.124 -1.398 -2.248 0.0104
H -1.504 -2.854 0.029 0.0037
H -2.629 -1.701 0.139 -0.0017
H -3.303 -2.003 -1.994 -0.0009
H -2.214 -3.383 -2.025 -0.0004
C 4.220 -1.275 3.464 0.0020
C 3.616 -2.435 2.713 0.0007
C 3.421 -3.671 3.553 0.0003
O 2.299 -2.061 2.111 -0.0135
P 1.108 -1.203 2.564 -0.0056
O 0.015 -1.302 1.497 0.0886
C 1.586 0.521 2.765 0.0109
P 0.342 1.641 2.104 -0.0115
O -0.068 1.197 0.726 0.0952
O -0.911 1.604 3.027 -0.0019
C -1.053 2.327 4.321 0.0010
C -2.352 3.090 4.251 -0.0002
C -1.017 1.300 5.425 -0.0001
O 1.003 3.035 2.147 0.0012
C 0.986 4.139 1.132 0.0006
C -0.435 4.444 0.725 -0.0024
C 1.895 3.778 -0.015 -0.0058
O 0.563 -1.645 3.947 0.0012
C -0.590 -2.566 4.175 -0.0004
C -0.781 -2.625 5.668 0.0001
C -0.310 -3.914 3.554 0.0005
H 5.192 -1.584 3.850 0.0003
H 3.609 -0.994 4.326 0.0002
H 4.384 -0.411 2.821 0.0005
H 4.199 -2.654 1.821 0.0011
H 2.850 -3.443 4.455 0.0000
H 4.396 -4.051 3.859 0.0000
H 2.915 -4.453 2.988 -0.0001
H 2.493 0.690 2.180 0.0049
H 1.791 0.740 3.815 0.0021
H -0.209 3.014 4.394 0.0001
H -3.191 2.404 4.126 0.0000
H -2.347 3.802 3.427 0.0000
H -2.502 3.644 5.178 0.0000
H -1.863 0.616 5.334 0.0000
H -1.087 1.799 6.392 0.0000
H -0.091 0.723 5.412 0.0002
H 1.405 4.958 1.711 0.0001
H -0.888 3.590 0.213 0.0012
H -0.428 5.282 0.026 0.0000
H -1.045 4.729 1.581 0.0000
H 1.497 2.943 -0.592 -0.0049
H 2.896 3.529 0.336 0.0009
H 1.976 4.640 -0.680 0.0000
H -1.435 -2.077 3.690 0.0011
H 0.092 -3.069 6.148 0.0001
H -1.645 -3.250 5.894 0.0000
H -0.954 -1.637 6.087 0.0000
H 0.535 -4.397 4.042 0.0000
H -0.108 -3.843 2.483 -0.0003
H -1.182 -4.555 3.690 0.0001
C 4.955 -4.439 -4.135 0.0000
C 4.269 -3.368 -3.336 0.0013
C 3.278 -3.673 -2.418 0.0012
C 2.646 -2.691 -1.659 0.0424
C 1.598 -3.197 -0.705 -0.0042
C 3.022 -1.361 -1.831 0.0447
Se 2.288 0.098 -0.806 0.1009
C 4.023 -1.019 -2.756 -0.0125
C 4.454 0.404 -2.982 0.0067
C 4.623 -2.031 -3.488 0.0018
H 4.408 -5.380 -4.096 0.0000
H 5.961 -4.619 -3.752 0.0003
H 5.052 -4.145 -5.180 0.0001
H 2.977 -4.708 -2.290 0.0006
H 2.037 -3.803 0.091 0.0026
H 0.844 -3.790 -1.223 -0.0026
H 1.068 -2.433 -0.114 0.0173
H 3.635 1.011 -3.374 -0.0018
H 5.270 0.441 -3.702 0.0006
H 4.802 0.879 -2.063 0.0009
H 5.391 -1.767 -4.207 0.0001
C -3.983 0.412 -6.075 0.0001
C -4.366 0.733 -4.638 -0.0011
S -4.628 2.478 -4.451 -0.0003
O -3.385 3.153 -4.741 0.0000
O -5.835 2.850 -5.123 0.0000
C -4.905 2.704 -2.674 0.0007
C -3.752 3.428 -2.002 0.0002
N -2.525 2.611 -1.939 0.0025
C -2.352 1.517 -1.177 0.0741
N -1.207 0.918 -1.489 -0.0363
C -0.619 1.642 -2.505 0.0199
C -1.419 2.697 -2.758 -0.0035
N -1.069 3.838 -3.577 0.0002
O -0.296 3.622 -4.475 -0.0004
O -1.533 4.910 -3.247 0.0002
C -3.297 1.068 -0.121 0.0208
H -3.828 -0.662 -6.166 0.0000
H -3.060 0.918 -6.352 0.0000
H -4.773 0.706 -6.764 0.0000
H -3.570 0.448 -3.944 0.0003
H -5.302 0.252 -4.343 -0.0001
H -5.120 1.733 -2.223 0.0005
H -5.811 3.305 -2.591 -0.0003
H -4.017 3.713 -0.985 0.0002
H -3.495 4.332 -2.543 -0.0006
H 0.329 1.384 -2.941 0.0163
H -3.879 1.901 0.267 0.0010
H -2.733 0.647 0.712 -0.0266
H -4.000 0.322 -0.501 0.0104
```

(4)
The following is a quantum chemistry calculation of a structure of composition C16H26BrF7N4O5P2S2 in a non-equilibrium geometry, from the OMol25 dataset.

Values from the calculation:
Largest force on an atom ... 0.113 Eh/bohr
Kohn-Sham gap ... 3.27 eV
Net charge ... 0

Structure (XYZ):
```
63
Properties=species:S:1:pos:R:3:nbo_charge:R:1
C -0.709 -2.556 3.565 -0.1411
C -1.124 -1.824 2.705 -0.0564
C -1.540 -0.897 1.574 -0.4243
P -0.878 0.822 2.070 0.8118
S 0.610 0.743 3.341 -0.5622
C -3.111 -0.839 1.595 -0.2415
N -3.794 -1.161 0.328 -0.6641
S -4.941 0.053 -0.219 2.1235
O -5.900 -0.633 -1.049 -0.8830
O -5.657 0.581 0.901 -0.7982
C -4.219 1.421 -1.306 0.4417
F -5.215 1.831 -2.128 -0.2606
F -3.221 0.991 -2.145 -0.3367
C -3.682 2.731 -0.566 0.5554
F -3.383 2.561 0.747 -0.3123
F -4.679 3.732 -0.596 -0.2752
C -2.467 3.387 -1.292 0.9248
F -1.318 2.684 -1.195 -0.3212
F -2.739 3.677 -2.567 -0.2901
F -2.237 4.576 -0.674 -0.3041
C -3.006 -1.700 -0.670 0.6918
N -3.528 -2.720 -1.338 -0.7233
N -1.696 -1.212 -0.962 -0.2652
N -1.076 -1.931 -1.995 -0.6516
C -0.902 -1.492 0.282 -0.0221
C 0.613 -1.124 0.149 -0.4560
C 0.914 0.140 -0.733 -0.4411
C 1.973 -0.183 -1.852 -0.7910
P 3.673 -0.260 -1.135 2.3549
O 4.662 -0.320 -2.228 -1.1079
O 3.723 -1.705 -0.332 -0.7942
C 4.703 -1.690 0.727 -0.0871
C 4.144 -1.163 2.092 -0.6483
O 3.861 0.997 -0.112 -0.8228
C 4.740 2.030 -0.629 -0.0730
C 6.187 1.686 -0.144 -0.6387
H -0.355 -3.436 4.098 0.2554
H -1.918 1.525 2.748 0.0256
H -0.530 1.610 0.947 0.0242
H -3.410 0.157 1.992 0.2637
H -3.477 -1.558 2.361 0.2508
H -3.348 -2.908 -2.315 0.4310
H -4.205 -3.303 -0.854 0.4486
H -1.029 -2.935 -1.799 0.3529
H -1.505 -1.747 -2.897 0.3797
H -0.934 -2.607 0.397 0.2001
H 1.109 -1.987 -0.347 0.2368
H 1.096 -1.030 1.141 0.2692
H 1.351 0.906 -0.046 0.2304
H 0.022 0.615 -1.183 0.2290
H 1.726 -1.166 -2.301 0.2504
H 1.894 0.584 -2.653 0.2608
H 5.600 -1.084 0.471 0.1881
H 5.043 -2.735 0.871 0.1976
H 3.291 -0.467 1.936 0.2311
H 3.855 -1.995 2.766 0.2106
H 4.936 -0.601 2.640 0.2190
H 4.685 2.146 -1.727 0.2069
H 4.487 3.021 -0.191 0.1944
H 6.164 1.554 0.958 0.2107
H 6.913 2.447 -0.485 0.2215
H 6.497 0.710 -0.580 0.2239
Br -6.743 3.051 -0.155 -0.7231
```